# 1
91
Properties=species:S:1:pos:R:3:mulliken_charge:R:1 method="wB97M-V/def2-TZVPD" energy_ha=-2375.53515 de_lowest_kcal_mol=0.0 mol_weight_da=573.61 charge=-1 homo_lumo_gap_ev=10.04 lumo_energy_ev=2.636
P -0.647 -0.157 0.315 1.855
F -1.391 -0.511 -1.065 -0.521
F 0.237 0.986 -0.333 -0.340
F -1.782 0.955 0.690 -0.546
F 0.041 0.104 1.768 -0.462
F -1.603 -1.267 1.035 -0.074
F 0.551 -1.229 0.025 -0.235
C -1.660 -3.072 -2.727 -0.217
O -0.996 -4.156 -2.074 -0.559
H -1.041 -2.178 -2.813 0.061
H -1.837 -3.413 -3.750 0.415
H -2.608 -2.798 -2.266 0.010
H -1.242 -4.115 -1.144 0.328
C 3.634 -2.497 1.476 -0.988
C 2.859 -2.115 2.734 0.232
C 2.993 -0.639 3.100 -0.926
O 1.493 -2.438 2.503 -0.628
H 3.594 -3.586 1.382 0.311
H 4.717 -2.336 1.546 0.470
H 3.302 -2.078 0.528 -0.042
H 3.204 -2.760 3.543 0.403
H 3.971 -0.505 3.570 0.503
H 2.220 -0.325 3.800 0.187
H 2.954 -0.022 2.202 0.026
H 1.124 -1.793 1.881 0.135
C -2.627 3.300 -1.989 -1.359
C -1.161 3.498 -1.620 1.654
C -0.488 4.673 -2.236 -1.672
O -0.994 3.542 -0.191 -0.621
H -3.208 4.229 -1.889 0.366
H -3.167 2.633 -1.319 0.182
H -2.750 3.043 -3.042 0.361
H -0.606 2.614 -1.966 -0.289
H -0.237 4.550 -3.292 0.348
H 0.471 4.922 -1.781 0.370
H -1.164 5.534 -2.154 0.393
H -1.367 2.685 0.079 0.189
C 4.323 2.974 -1.542 -1.697
C 2.961 2.380 -1.261 1.293
C 2.572 1.342 -2.318 -1.188
O 3.013 1.766 0.013 -0.608
H 5.110 2.265 -1.269 0.357
H 4.535 3.849 -0.924 0.423
H 4.393 3.231 -2.598 0.367
H 2.263 3.224 -1.224 -0.174
H 2.503 1.715 -3.342 0.467
H 1.612 0.871 -2.106 0.126
H 3.283 0.515 -2.281 0.317
H 2.181 1.354 0.273 0.060
C -5.149 -0.027 0.934 -1.611
C -4.711 -1.061 -0.079 2.597
C -4.729 -2.493 0.489 -1.467
O -5.647 -1.024 -1.182 -0.716
H -5.293 0.949 0.468 0.372
H -4.379 0.129 1.700 0.291
H -6.024 -0.258 1.549 0.384
H -3.701 -0.866 -0.424 -1.324
H -3.999 -2.558 1.297 0.230
H -4.447 -3.153 -0.330 0.334
H -5.698 -2.778 0.902 0.467
H -6.477 -1.383 -0.860 0.366
C 0.175 2.173 4.778 -0.665
C -0.782 3.337 4.497 0.349
C -2.265 3.004 4.593 -1.041
O -0.505 4.339 5.490 -0.587
H 0.183 1.412 3.996 -0.105
H -0.172 1.740 5.720 0.348
H 1.185 2.563 4.888 0.319
H -0.596 3.755 3.507 0.244
H -2.522 2.681 5.606 0.348
H -2.541 2.202 3.903 0.162
H -2.883 3.869 4.359 0.310
H -0.521 3.942 6.364 0.354
C 4.097 -4.023 -4.008 -1.407
C 3.870 -3.147 -2.811 0.421
C 2.636 -2.251 -2.832 -0.801
O 3.879 -3.928 -1.602 -0.517
H 5.095 -4.464 -3.992 0.341
H 3.955 -3.464 -4.935 0.361
H 3.442 -4.901 -4.039 0.329
H 4.788 -2.555 -2.749 0.200
H 2.401 -1.972 -1.803 -0.041
H 1.729 -2.748 -3.185 0.433
H 2.809 -1.326 -3.379 0.357
H 3.045 -4.414 -1.575 0.330
O -3.747 0.122 -3.073 -0.717
H -2.909 0.207 -2.601 0.200
H -4.360 -0.266 -2.425 0.442
O -1.092 -3.723 2.403 -0.796
H -0.156 -3.464 2.457 0.601
H -1.523 -2.941 2.035 0.238


# 2
92
Properties=species:S:1:pos:R:3:mulliken_charge:R:1 method="wB97M-V/def2-TZVPD" energy_ha=-1831.72040 de_lowest_kcal_mol=67.4 smiles="COC[C@H](C)N.COC[C@H](C)N.COC[C@H](C)N.COC[C@H](C)N.NC(N)=O.NC(N)=O.NC(N)=O" mol_weight_da=536.72 homo_lumo_gap_ev=9.47 lumo_energy_ev=0.506
C 5.434 1.087 0.007 -0.743
O 4.484 0.350 -0.747 -0.347
C 3.736 -0.567 0.053 -0.519
C 2.621 -1.174 -0.851 2.728
C 1.696 -2.005 0.058 -1.498
N 3.200 -2.090 -1.848 -0.700
H 6.184 0.452 0.488 0.336
H 4.925 1.841 0.605 0.204
H 6.056 1.529 -0.778 0.285
H 4.312 -1.396 0.475 0.469
H 3.215 -0.081 0.883 0.079
H 1.993 -0.380 -1.233 -2.293
H 2.249 -2.908 0.324 0.614
H 0.758 -2.279 -0.422 -0.053
H 1.332 -1.510 0.962 0.333
H 3.726 -1.500 -2.494 0.390
H 3.984 -2.521 -1.361 0.367
C 1.727 1.883 -2.678 -0.568
O 0.408 2.152 -2.278 -0.487
C -0.213 0.954 -1.782 -1.225
C -0.309 0.965 -0.228 1.570
C -1.368 -0.039 0.253 -0.882
N -0.769 2.295 0.162 -0.518
H 2.357 1.272 -2.026 0.262
H 2.300 2.775 -2.926 0.403
H 1.822 1.245 -3.570 0.223
H -1.184 0.861 -2.276 0.410
H 0.353 0.113 -2.190 0.528
H 0.633 0.717 0.265 -0.674
H -1.630 0.062 1.304 0.013
H -1.089 -1.036 -0.079 0.109
H -2.269 0.302 -0.269 0.527
H -0.175 2.889 -0.421 0.067
H -1.673 2.337 -0.310 0.375
C -1.385 -6.492 2.970 -0.776
O -0.981 -6.117 1.681 -0.280
C -2.021 -5.848 0.781 -0.967
C -1.501 -5.213 -0.535 0.135
C -0.041 -5.690 -0.781 -1.307
N -1.456 -3.742 -0.378 -0.558
H -0.579 -6.473 3.697 0.235
H -1.777 -7.513 2.871 0.294
H -2.216 -5.871 3.322 0.311
H -2.495 -6.818 0.586 0.512
H -2.733 -5.124 1.190 0.412
H -2.058 -5.451 -1.441 0.444
H 0.659 -5.400 0.005 0.330
H 0.419 -5.163 -1.628 0.409
H 0.152 -6.729 -1.055 0.352
H -1.173 -3.499 -1.324 0.229
H -0.639 -3.687 0.225 0.274
C -6.111 1.064 1.397 -0.803
O -4.861 0.863 2.047 -0.278
C -4.210 2.010 2.584 -0.687
C -3.015 1.615 3.449 1.068
C -3.415 1.732 4.911 -1.685
N -1.883 2.465 3.152 -0.705
H -6.413 0.048 1.144 0.272
H -5.934 1.525 0.421 0.310
H -6.917 1.557 1.939 0.298
H -3.772 2.454 1.680 0.278
H -4.824 2.716 3.145 0.403
H -2.745 0.601 3.122 0.035
H -2.586 1.439 5.566 0.418
H -4.292 1.159 5.201 0.378
H -3.418 2.802 5.135 0.430
H -1.029 2.329 3.678 0.357
H -1.615 2.258 2.188 -0.057
N 1.798 2.991 1.717 -0.158
C 2.032 2.022 2.656 0.373
N 1.149 1.015 2.828 -0.078
O 3.062 2.062 3.336 -0.704
H 2.669 3.378 1.397 0.204
H 0.928 3.143 1.226 0.220
H 1.415 0.263 3.434 0.205
H 0.378 1.003 2.185 0.081
N 0.883 5.554 -0.134 -0.335
C 1.739 6.588 0.196 0.638
N 1.132 7.656 0.747 -0.402
O 2.914 6.584 -0.144 -0.639
H -0.075 5.657 0.151 0.163
H 1.035 5.109 -1.023 0.149
H 1.748 8.439 0.898 0.230
H 0.205 7.715 1.120 0.176
N 1.483 -0.917 -6.381 -0.353
C 0.163 -1.091 -6.756 0.604
N 0.109 -1.555 -8.048 -0.418
O -0.812 -0.815 -6.087 -0.594
H 2.219 -0.816 -7.049 0.191
H 1.703 -0.735 -5.418 0.179
H 0.961 -1.831 -8.486 0.168
H -0.802 -1.820 -8.381 0.232


# 3
108
Properties=species:S:1:pos:R:3:mulliken_charge:R:1 method="wB97M-V/def2-TZVPD" energy_ha=-4880.40159 de_lowest_kcal_mol=0.0 mol_weight_da=1078.68 charge=+1 homo_lumo_gap_ev=8.60 lumo_energy_ev=-3.028
Pb 0.470 -3.084 -0.254 1.676
C -0.242 0.184 -1.083 0.635
O -0.191 -1.150 -1.439 -0.591
H -1.093 0.672 -1.585 0.240
H -0.258 0.452 -0.019 -0.680
H 0.595 0.766 -1.512 0.022
C 1.163 3.315 -0.107 -0.734
O 1.263 4.342 0.875 0.128
P 2.187 5.602 0.536 0.630
O 2.138 6.063 -0.842 -0.687
O 1.901 6.603 1.738 -0.310
C 0.971 6.236 2.790 -0.178
O 3.673 5.070 0.848 -0.383
C 3.988 4.291 2.003 -0.028
H 1.750 3.568 -0.993 0.518
H 0.144 3.128 -0.438 0.286
H 1.630 2.383 0.221 -0.034
H 0.462 7.157 3.063 0.315
H 1.545 5.912 3.660 0.307
H 0.273 5.448 2.562 -0.203
H 4.251 3.256 1.776 -0.142
H 3.131 4.399 2.665 0.144
H 4.914 4.640 2.460 0.286
C 3.882 -0.013 1.290 -0.322
O 4.628 -0.757 0.295 -0.472
P 3.865 -1.384 -0.931 0.443
O 2.837 -2.395 -0.645 -0.010
O 3.464 -0.085 -1.755 -0.125
C 3.049 -0.107 -3.108 -0.773
O 5.051 -1.945 -1.794 -0.200
C 6.357 -1.340 -1.810 -0.711
H 4.413 0.913 1.495 0.260
H 3.771 -0.620 2.184 0.315
H 2.923 0.256 0.844 -0.078
H 3.537 0.697 -3.658 0.328
H 1.988 -0.101 -3.360 0.258
H 3.440 -1.019 -3.574 0.313
H 6.855 -1.596 -0.880 0.284
H 6.313 -0.274 -2.023 0.305
H 6.904 -1.816 -2.622 0.246
C -2.181 4.939 2.395 -0.716
O -2.356 3.519 2.419 0.321
P -3.781 2.860 2.566 0.478
O -4.696 3.287 3.620 -0.780
O -4.452 3.045 1.138 -0.272
C -5.759 2.557 0.815 -0.448
O -3.470 1.306 2.721 -0.294
C -2.993 0.543 1.622 0.513
H -1.889 5.233 3.401 0.291
H -3.076 5.446 2.037 0.368
H -1.404 5.190 1.677 0.195
H -6.035 1.794 1.548 0.345
H -5.609 1.947 -0.076 -0.025
H -6.532 3.307 0.701 0.304
H -3.123 -0.506 1.887 0.428
H -1.899 0.624 1.630 -0.336
H -3.286 0.777 0.600 -0.232
C 1.129 -3.282 -4.091 -0.303
O 0.899 -4.683 -3.896 -0.445
P 1.763 -5.515 -2.882 0.501
O 1.776 -4.849 -1.552 -0.100
O 3.171 -5.530 -3.600 -0.302
C 4.382 -5.500 -2.849 -0.661
O 1.134 -6.940 -2.914 -0.357
C 1.495 -7.900 -1.910 -0.582
H 1.894 -2.900 -3.412 -0.142
H 0.185 -2.779 -3.890 0.256
H 1.455 -3.095 -5.112 0.367
H 5.016 -6.357 -3.124 0.354
H 4.284 -5.846 -1.818 0.292
H 5.018 -4.647 -3.054 0.220
H 2.499 -7.742 -1.520 0.275
H 1.440 -8.920 -2.284 0.256
H 0.735 -7.828 -1.133 0.250
C 0.769 1.178 2.963 0.056
O 1.096 0.049 3.816 -0.372
P 0.344 -1.309 3.528 -0.075
O 0.451 -1.791 2.144 0.314
O -1.125 -1.168 4.111 -0.162
C -1.210 -0.660 5.456 -0.839
O 1.042 -2.241 4.603 -0.283
C 0.448 -3.487 5.001 -0.783
H 1.736 1.570 2.657 0.124
H 0.162 1.888 3.518 0.400
H 0.224 0.907 2.058 -0.577
H -0.273 -0.429 5.960 0.400
H -1.666 -1.384 6.133 0.312
H -1.840 0.227 5.468 0.272
H 1.156 -4.263 4.718 0.296
H -0.514 -3.649 4.513 0.353
H 0.284 -3.544 6.076 0.271
C -4.701 -1.647 -1.367 -0.538
O -5.971 -1.076 -1.652 -0.406
P -6.215 -0.080 -2.868 1.146
O -7.627 0.142 -3.118 -0.732
O -5.432 1.259 -2.476 -0.369
C -4.030 1.458 -2.454 -0.541
O -5.296 -0.662 -4.036 -0.285
C -5.319 0.112 -5.266 -0.768
H -4.031 -1.777 -2.216 0.354
H -4.941 -2.698 -1.160 0.377
H -4.257 -1.319 -0.430 0.074
H -3.508 0.500 -2.522 0.211
H -3.696 1.977 -1.558 0.207
H -3.728 1.982 -3.362 0.356
H -4.289 0.371 -5.489 0.269
H -6.028 0.937 -5.274 0.366
H -5.689 -0.595 -6.009 0.276